[1]
Density functional theory data (wB97M-V/def2-TZVPD) for 8 unconnected molecules or ions with the total composition C16H32Br16.

The geometry in XYZ format:
```
64
Properties=species:S:1:pos:R:3:forces:R:3
Br 6.839 -0.772 1.157 -0.2921 -0.6922 -1.2445
C 6.345 -1.698 -0.581 -1.0534 -0.0295 0.2315
C 4.801 -1.530 -0.820 2.1773 -0.0513 -0.0977
Br 4.407 -2.376 -2.546 0.0323 0.1171 0.3253
H 6.646 -2.743 -0.521 -0.0649 0.1646 0.3615
H 6.884 -1.251 -1.416 0.0664 0.2824 0.3993
H 4.691 -0.454 -0.952 -0.7614 -0.2951 0.1658
H 4.212 -2.017 -0.043 -0.0652 0.3334 -0.2079
Br -1.209 2.485 -1.925 -0.1451 0.4276 -0.2337
C -2.374 4.029 -2.250 -0.3584 0.4816 1.3455
C -3.640 3.559 -2.899 -0.4001 -0.6681 -1.0716
Br -4.924 4.990 -3.390 0.7926 -0.3674 0.1342
H -1.765 4.801 -2.721 -0.3431 -0.3164 -0.4214
H -2.665 4.407 -1.270 0.4724 0.0423 0.1326
H -4.255 2.902 -2.285 0.3806 0.1822 0.3391
H -3.389 2.959 -3.774 -0.3057 0.4021 -0.3346
Br -3.730 -3.682 6.414 0.0407 0.4799 -0.2764
C -2.469 -2.401 5.615 -0.0374 -0.3414 -1.3315
C -2.898 -1.963 4.155 0.3515 -0.0413 0.8739
Br -1.508 -0.705 3.478 -0.4511 -0.6081 0.3195
H -1.553 -2.989 5.558 -0.0563 0.1733 -0.2125
H -2.275 -1.603 6.331 -0.4918 0.1257 -0.3356
H -3.853 -1.455 4.021 0.1971 0.3069 0.6798
H -2.964 -2.784 3.440 0.5518 -0.1993 0.3189
Br -3.740 0.041 -0.824 0.3204 -0.6164 0.2552
C -3.076 -1.698 -0.122 -0.0071 0.1645 -0.1517
C -2.738 -2.547 -1.321 -0.4445 -0.5979 -0.0093
Br -2.348 -4.442 -0.561 -0.0532 1.6913 -0.9392
H -3.866 -2.106 0.508 -0.0019 0.0629 -0.2770
H -2.194 -1.525 0.494 -0.0880 0.2655 -0.1050
H -1.955 -2.117 -1.945 0.7165 -0.5192 0.6231
H -3.550 -2.619 -2.045 -0.3515 -0.5423 0.5241
Br -1.790 4.685 1.644 -0.8123 -0.3528 0.3035
C -3.436 3.540 1.849 0.7191 -0.0307 -0.4251
C -3.011 2.175 2.371 -0.5787 0.4915 -0.0280
Br -4.680 1.050 2.582 0.9911 0.7216 0.0041
H -3.779 3.497 0.815 -0.3146 -0.0879 0.2995
H -4.130 4.060 2.508 0.1920 -0.0307 -0.1859
H -2.542 2.288 3.348 -0.2032 -0.3518 -0.0673
H -2.337 1.677 1.673 -0.2736 -0.1368 0.1134
Br 1.496 -6.931 -0.959 0.0252 1.0327 -0.7010
C 1.556 -5.354 -2.235 -0.5818 -0.7220 0.0301
C 0.459 -5.528 -3.230 -0.4304 -0.2833 -0.3407
Br 0.313 -3.762 -4.237 -0.0153 -1.4146 0.5495
H 2.487 -5.472 -2.789 0.2366 0.7001 0.7990
H 1.281 -4.436 -1.716 1.1244 -0.2266 0.4998
H -0.482 -5.751 -2.727 -0.1229 0.4741 -0.3302
H 0.711 -6.359 -3.889 -0.2818 0.4246 -0.4674
Br 4.470 6.752 -0.682 -0.2368 -1.4585 0.3929
C 4.155 4.899 0.156 -0.1024 0.9852 0.0986
C 4.452 3.788 -0.797 0.5529 -0.6008 -0.0224
Br 4.514 2.043 0.196 -0.0565 0.8522 -0.2462
H 3.104 4.896 0.447 0.2152 0.1375 0.0871
H 4.818 4.898 1.021 -0.1829 0.0075 -0.1581
H 5.473 3.832 -1.177 -0.3300 0.1704 -0.2364
H 3.700 3.670 -1.577 0.2559 0.0402 0.0763
Br 0.930 2.250 1.546 0.0511 -0.2823 -0.3860
C 0.422 0.623 0.590 -0.5102 -0.1393 -0.6869
C 1.371 0.208 -0.502 1.4212 -0.3024 0.6577
Br 0.978 -1.610 -1.150 -0.2707 0.5400 0.2165
H -0.493 0.812 0.027 -0.5278 0.0702 0.9514
H 0.337 -0.120 1.383 -0.1577 -0.0237 -0.4072
H 2.368 0.132 -0.070 0.0339 -0.0071 -0.3880
H 1.396 0.854 -1.379 -0.1562 -0.0141 0.2177
```
Forces are in eV/Å.

Calculated values
* lowest unoccupied orbital energy: 0.06 eV
* energy relative to the best compared isomer or geometry (same formula, charge and spin): 39.9 kcal/mol



[2]
Density functional theory data (wB97M-V/def2-TZVPD) for 5 unconnected molecules or ions with the total composition C16H32BrO5S.

The geometry in XYZ format:
```
55
Properties=species:S:1:pos:R:3:forces:R:3
C 5.657 -2.484 -2.102 -0.1215 0.0800 -0.1138
C 4.821 -1.939 -2.974 0.4199 -0.2553 0.0873
S 3.541 -0.826 -2.506 -0.2169 0.2469 -0.1555
Br 4.567 0.859 -1.643 0.1539 0.0422 0.1343
C 2.775 -1.620 -1.095 -0.1872 -0.2008 0.0834
C 1.813 -2.682 -1.637 0.1330 0.0759 -0.0623
O 1.141 -3.153 -0.502 -0.0169 -0.0611 -0.0058
H 5.628 -2.261 -1.043 0.0157 -0.0285 0.0288
H 6.421 -3.169 -2.443 0.0331 -0.0090 -0.0138
H 4.877 -2.102 -4.041 -0.0864 0.0138 -0.0689
H 3.548 -2.069 -0.477 0.0136 0.0551 0.1266
H 2.241 -0.849 -0.535 -0.0497 0.1104 -0.0623
H 1.144 -2.236 -2.382 -0.1293 0.0501 0.1005
H 2.383 -3.470 -2.143 0.0027 -0.0709 0.0380
H 0.514 -3.839 -0.753 0.0139 -0.0007 0.0140
C 1.854 3.226 -0.822 -0.0109 -0.1080 -0.0553
C 1.353 2.654 0.481 -0.0389 0.0517 -0.0728
O 1.216 1.455 0.606 0.1951 -0.1199 0.0144
C 1.045 3.620 1.587 -0.0248 -0.1881 0.1330
H 2.031 2.399 -1.502 0.0032 0.0408 -0.1248
H 1.120 3.899 -1.267 0.0018 0.0833 0.0952
H 2.780 3.783 -0.671 -0.0493 0.0798 0.0242
H 0.272 4.322 1.272 0.0688 0.0702 -0.0418
H 1.947 4.178 1.847 -0.0334 0.0841 -0.0197
H 0.697 3.074 2.460 -0.0137 0.0009 0.0085
C -2.907 -0.145 -1.993 -0.0483 0.1343 0.0870
C -2.398 0.227 -0.621 0.0221 -0.0567 -0.1086
O -2.963 1.032 0.077 -0.0121 0.0600 0.0538
C -1.131 -0.461 -0.163 -0.1342 0.0211 0.0956
H -3.813 0.408 -2.222 -0.0237 -0.0178 -0.0060
H -2.146 0.077 -2.745 0.0192 -0.0731 -0.0004
H -3.131 -1.212 -2.036 0.0374 -0.0158 -0.0547
H -0.321 -0.222 -0.853 0.0508 -0.0475 -0.0493
H -1.273 -1.543 -0.153 0.0193 -0.0305 -0.0641
H -0.858 -0.117 0.829 0.0297 0.0055 0.0175
C -7.327 -1.473 -1.247 0.0927 0.0924 -0.0449
C -6.566 -2.121 -2.378 -0.1085 -0.0103 0.0418
O -5.709 -1.525 -2.988 0.0830 -0.0242 -0.0142
C -6.932 -3.547 -2.711 0.1108 0.0389 -0.0841
H -6.977 -0.454 -1.103 0.0018 0.0066 0.0036
H -8.395 -1.464 -1.472 -0.0203 -0.0523 0.0328
H -7.184 -2.041 -0.326 -0.0587 -0.0368 0.0008
H -7.985 -3.608 -2.986 -0.0282 -0.0187 0.0557
H -6.775 -4.187 -1.841 -0.0655 -0.0029 0.0236
H -6.321 -3.900 -3.538 0.0004 -0.0026 -0.0058
C 2.265 3.493 6.111 0.1112 0.1146 -0.0543
C 2.977 2.886 4.928 -0.0708 -0.0468 0.0301
O 3.747 3.524 4.250 -0.0023 0.0368 -0.0938
C 2.677 1.438 4.621 0.1018 0.0485 -0.1060
H 2.566 4.531 6.226 -0.0001 0.0092 0.0044
H 1.184 3.442 5.964 -0.0126 -0.0670 0.0372
H 2.509 2.942 7.020 -0.0626 -0.0452 0.0035
H 1.613 1.311 4.410 -0.0210 -0.0374 0.0823
H 2.935 0.809 5.474 -0.0838 -0.0060 0.0336
H 3.255 1.128 3.754 -0.0036 -0.0190 -0.0082
```
Forces are in eV/Å.

Calculated values
* lowest unoccupied orbital energy: -5.36 eV
* total charge: +1



[3]
Density functional theory data (wB97M-V/def2-TZVPD) for a molecular structure, C16H32CeClI2N2OP2.

The geometry in XYZ format:
```
57
Properties=species:S:1:pos:R:3:forces:R:3
I 0.054 2.245 -7.531 -0.1180 0.3328 0.4406
I -0.504 4.116 -5.659 0.1206 -0.5289 -0.2286
Ce -0.206 0.272 -2.616 0.0406 1.9474 -0.0665
P -2.686 0.066 -2.795 -2.6916 -1.3665 -0.9809
C -3.483 1.169 -1.700 -0.8536 1.0086 0.9845
C -3.198 0.419 -4.453 -0.6150 0.2088 -0.9298
H -4.281 0.270 -4.479 -0.0212 0.1607 -0.4053
H -4.277 -1.623 -2.563 -0.1225 -0.4223 0.1158
H -2.711 -0.251 -5.179 -0.1910 0.1419 0.3642
H -2.707 -2.327 -3.076 -0.2169 0.3739 0.1096
H -3.217 2.217 -1.916 -0.2109 -0.3200 0.0022
H -2.957 1.455 -4.734 -0.1679 -0.2228 0.0927
C -3.197 -1.594 -2.415 -0.5624 -0.8267 0.2349
H -4.555 1.027 -1.839 -0.2158 0.3469 0.3204
H -2.956 -1.859 -1.375 -0.2672 0.1790 -0.3118
H -3.216 0.967 -0.650 -0.1716 -0.0139 -0.3141
P 2.276 0.092 -2.788 2.7333 -1.4828 -1.0566
C 3.060 1.201 -1.691 0.7960 1.0532 0.9909
C 2.802 -1.564 -2.413 0.6160 -0.7871 0.2602
H 2.310 -0.221 -5.175 0.1894 0.1448 0.3802
H 3.873 0.317 -4.470 0.0354 0.1604 -0.4031
H 2.535 1.486 -4.727 0.1774 -0.2305 0.0874
C 2.788 0.453 -4.446 0.6009 0.2472 -0.9216
H 2.320 -2.301 -3.074 0.1946 0.3687 0.1193
H 3.885 -1.582 -2.560 0.0539 -0.4173 0.1358
H 4.133 1.069 -1.827 0.2111 0.3395 0.3165
H 2.790 0.997 -0.642 0.1935 -0.0160 -0.3166
H 2.564 -1.830 -1.371 0.1673 0.1312 -0.2784
H 2.786 2.247 -1.908 0.2169 -0.3140 0.0084
Cl -0.194 -1.600 -4.435 -0.0079 0.3292 0.4753
C 1.960 2.329 5.061 -0.2526 -0.3986 -0.1445
C 0.649 1.589 5.324 0.0662 -0.0451 -0.8898
N 0.461 0.424 4.373 -0.0081 0.0974 -0.7304
C 0.653 -0.892 4.987 -0.5326 -0.2563 -0.3509
C -0.590 -1.302 5.797 0.5472 0.2486 -0.3446
C 0.210 0.693 3.048 0.2565 2.5123 0.8295
O 0.192 1.892 2.668 -0.1946 -2.2414 0.0496
C -0.080 -0.356 1.949 0.4280 1.1357 0.5598
C -0.504 -1.650 2.134 -0.4792 -1.1491 1.7348
C -0.744 -2.495 1.077 -0.4286 -1.1826 -0.5698
C -0.601 -2.033 -0.209 0.1223 0.4885 -0.7146
N -0.246 -0.737 -0.456 0.0146 -0.3739 2.3919
C 0.008 0.084 0.634 0.0398 -0.2243 -1.8515
H 2.793 1.630 5.169 0.0310 0.1290 0.0232
H 2.063 3.115 5.798 0.1253 0.1905 0.1533
H 1.984 2.765 4.067 -0.0243 0.0198 0.0306
H 0.692 1.206 6.345 -0.2366 -0.3350 -0.2260
H -0.223 2.250 5.252 0.2397 -0.1530 -0.1385
H 0.922 -1.628 4.215 -0.1728 0.2163 0.2489
H 1.525 -0.859 5.631 0.1372 0.2116 0.1503
H -1.477 -1.327 5.160 -0.0136 -0.0184 0.0635
H -0.421 -2.280 6.225 -0.1072 -0.2582 0.2167
H -0.766 -0.584 6.604 -0.0252 -0.1752 -0.1380
H -0.698 -2.078 3.145 0.2721 0.6583 -0.8999
H -1.074 -3.536 1.242 0.2491 0.7323 -0.0683
H -0.806 -2.685 -1.084 0.2843 0.5529 0.6084
H 0.289 1.133 0.353 -0.2508 -0.9077 0.7809
```
Forces are in eV/Å.

Calculated values
* lowest unoccupied orbital energy (spin up / spin down): -6.71 / -6.67 eV
* total charge: +2
* <S²>: 0.7528
* multiplicity: 2
* energy relative to the best compared isomer or geometry (same formula, charge and spin): 46.4 kcal/mol



[4]
Density functional theory data (wB97M-V/def2-TZVPD) for 8 unconnected molecules or ions with the total composition C16H32Cl16.

The geometry in XYZ format:
```
64
Properties=species:S:1:pos:R:3:forces:R:3
Cl -2.981 4.908 -3.629 -0.2837 -0.3196 -0.4486
C -2.831 3.149 -4.046 -0.3660 0.8219 -1.2834
C -1.620 2.607 -3.378 0.9037 1.5345 1.0189
Cl -1.749 2.936 -1.570 0.0165 -0.4699 -0.4795
H -2.745 3.103 -5.179 -0.0712 -0.0877 1.4583
H -3.744 2.634 -3.720 0.2790 0.2821 -0.1374
H -0.673 3.116 -3.665 -0.7906 -0.4923 -0.0061
H -1.578 1.559 -3.478 0.3062 -1.1266 -0.1466
Cl 1.346 -2.125 1.325 -0.0353 -0.0398 -0.2784
C 2.261 -1.487 2.729 0.2304 -1.4811 -0.3628
C 3.698 -1.999 2.721 -0.6068 -0.4757 0.1293
Cl 4.690 -1.221 1.476 0.0637 -0.0357 -0.1160
H 1.757 -1.909 3.587 -0.0577 0.0921 0.3368
H 2.127 -0.434 2.683 0.3451 0.8593 0.1679
H 3.758 -3.102 2.617 -0.2537 0.7264 -0.3208
H 4.127 -1.794 3.684 0.3609 0.4402 0.4083
Cl -0.016 -4.164 -2.806 0.4967 -0.0181 0.3560
C -1.451 -4.832 -3.595 1.1787 -1.8959 -0.1434
C -2.364 -5.531 -2.643 -0.6535 0.3562 1.0171
Cl -3.328 -4.490 -1.529 0.1780 0.5423 -0.0277
H -1.127 -5.611 -4.346 -0.1727 0.9166 0.7300
H -1.832 -4.000 -4.091 -1.2403 1.0775 -0.8790
H -1.854 -6.167 -1.924 0.2263 -0.2792 -0.5469
H -3.151 -6.038 -3.166 -0.0114 -0.5995 -0.4440
Cl -2.280 -0.574 -2.351 -0.3277 -0.1737 0.2593
C -4.000 -0.218 -1.956 -0.0032 1.2005 -0.4872
C -4.944 -1.134 -2.671 0.8515 -0.7333 -0.2230
Cl -4.875 -0.837 -4.425 -0.0822 -0.2443 -0.1828
H -4.181 0.870 -2.240 0.2118 -1.4439 0.3968
H -4.185 -0.359 -0.899 0.4076 0.1374 0.2195
H -5.912 -0.874 -2.345 -1.3077 0.2956 0.2504
H -4.799 -2.215 -2.441 0.2315 0.8703 -0.3516
Cl 2.824 1.037 -4.409 -0.0111 -0.2497 -0.0911
C 3.204 0.008 -3.021 1.7804 0.5992 0.4549
C 2.763 0.571 -1.750 0.3529 1.1044 2.1281
Cl 0.977 0.499 -1.555 0.1824 0.2504 0.0239
H 4.307 -0.076 -2.863 -0.7349 -0.1235 -0.8430
H 2.739 -0.924 -3.017 -0.4878 -1.8098 -1.1936
H 3.122 1.624 -1.692 -0.5903 -0.6987 0.4649
H 3.203 -0.058 -0.913 -0.5726 0.9071 -0.8725
Cl 4.652 1.093 4.085 0.1236 0.0622 0.6150
C 4.527 1.784 5.761 -1.5348 -0.6285 -0.4459
C 3.580 0.944 6.647 1.3071 0.3994 0.8876
Cl 4.217 -0.710 7.020 0.1521 0.5875 0.0297
H 4.120 2.782 5.577 -0.0178 -0.1511 0.3737
H 5.505 1.852 6.193 0.4983 -0.0822 0.1048
H 2.629 0.721 6.295 -1.4912 -0.0754 -1.6387
H 3.305 1.460 7.579 0.9121 -0.0983 0.0112
Cl -2.378 0.436 3.205 0.0124 0.2124 0.0247
C -1.886 0.115 1.520 1.6743 0.4814 0.5062
C -2.027 -1.303 1.164 -0.2255 -0.2668 -2.0515
Cl -3.835 -1.689 1.188 1.1309 -0.3754 -0.1403
H -0.782 0.316 1.458 -1.0062 0.1239 -0.0266
H -2.446 0.744 0.852 -0.1238 0.4520 -0.1644
H -1.492 -1.916 1.868 -0.1839 -0.5559 0.1394
H -1.557 -1.396 0.101 -1.2504 -0.3171 1.7824
Cl 0.610 3.765 3.368 -0.4538 -0.3904 -0.8274
C 0.073 3.355 1.672 0.0731 -1.3953 1.1878
C 1.068 3.717 0.663 0.4408 1.5720 -0.3148
Cl 2.677 3.022 0.867 0.1325 -0.2786 0.0266
H -0.799 3.901 1.448 -1.1059 1.0280 0.0629
H -0.254 2.313 1.558 0.5470 0.1142 0.6875
H 1.165 4.815 0.686 0.2852 -0.4210 -0.1870
H 0.644 3.432 -0.283 0.1612 -0.2130 -0.5981
```
Forces are in eV/Å.

Calculated values
* lowest unoccupied orbital energy: 0.49 eV
* energy relative to the best compared isomer or geometry (same formula, charge and spin): 30.8 kcal/mol



Calculated calculated total energy in order - -41813.0501 -3976.9270 -3026.4882 -7991.9100 a.u.